## 1
Here is a 2-piece molecular cluster, CH3NOS2 overall from the Open Molecules 2025 dataset. Energies are from the ωB97M-V functional and the def2-TZVPD basis.

Positions of all 8 atoms, in Å:
1 C -3.13729 -0.23260 -0.55885
2 N -3.79039 -0.95330 0.03091
3 O 0.60543 1.35890 0.55530
4 S 1.55486 0.15649 -0.29151
5 S 3.21074 -1.27197 0.24761
6 H -2.53273 0.42575 -1.12216
7 H -0.12747 0.92046 0.99919
8 H 4.21685 -0.40374 0.13951

Its multiplicity is 3. For the HOMO energy (spin up / spin down), the calculation gives -7.91 / -9.68 eV. The expectation value of S² is 2.0092.

***

## 2
Here is a 2-piece molecular cluster, CH3NOS2 overall from the Open Molecules 2025 dataset. Energies are from the ωB97M-V functional and the def2-TZVPD basis.

Positions of all 8 atoms, in Å:
1 C -0.96930 0.73300 0.86886
2 N -0.28334 -0.02945 1.60275
3 O 1.98258 -1.31525 -0.76716
4 S -0.15751 -0.14837 -2.18764
5 S 1.68829 -0.58461 -1.97970
6 H -0.91991 0.73546 -0.20415
7 H -1.78281 1.15908 1.49273
8 H 0.44199 -0.54987 1.17430

Its multiplicity is 3. For the HOMO energy (spin up / spin down), the calculation gives -8.52 / -9.93 eV. The expectation value of S² is 2.0081.

***

Top of the stability list: 2, leading by 0.0130 hartree.

***

## 1
Here is one molecule with the formula C7H9N3O2 from the Open Molecules 2025 dataset. Energies are from the ωB97M-V functional and the def2-TZVPD basis.

Positions of all 21 atoms, in Å:
1 N 2.56983 -0.42857 0.31487
2 C 2.47543 0.80832 -0.54908
3 O 1.17467 1.49331 -0.52572
4 C 0.73324 1.81646 0.84176
5 O 1.66857 2.17339 1.74446
6 N -0.74141 1.83163 1.29837
7 C -1.34787 0.61562 0.56468
8 C -0.61001 -0.81871 0.84549
9 C -1.21342 -2.13522 0.01758
10 C -2.52339 -1.85346 -0.97020
11 C -3.07263 -0.31110 -1.03079
12 N -2.53148 0.89484 -0.31543
13 H 3.58390 -0.56805 0.59167
14 H 2.33005 -1.29139 -0.25619
15 H 2.73850 0.46327 -1.65987
16 H 3.31367 1.54708 -0.20252
17 H -1.13715 2.69121 0.82604
18 H 0.29383 -0.87695 1.59224
19 H -0.69416 -3.17300 0.16054
20 H -2.98216 -2.75150 -1.56417
21 H -4.02801 -0.12718 -1.72372

Its multiplicity is 1. As for the structure (SMILES): NCOC(=O)Nc1ccccn1. For the HOMO energy, the calculation gives -8.73 eV.

***

## 2
Here is one molecule with the formula C7H9N3O2 from the Open Molecules 2025 dataset. Energies are from the ωB97M-V functional and the def2-TZVPD basis.

Positions of all 21 atoms, in Å:
1 C 2.98706 -0.41570 -0.60714
2 C 2.67043 -1.48268 0.23016
3 C 2.09396 0.63627 -1.04420
4 C 1.37105 -1.47582 0.94671
5 C -2.94655 0.08019 -0.54023
6 C -2.00275 1.20801 -0.11651
7 C -1.33066 0.81448 1.22479
8 N 1.01868 1.09989 -0.60581
9 N 0.47699 -0.60525 0.83691
10 N -0.64941 -0.41341 1.24232
11 O -2.48647 -0.74243 -1.44307
12 O -3.93366 -0.23800 0.12685
13 H 4.08393 -0.48388 -0.93542
14 H 3.12678 -2.44018 0.35907
15 H 2.50647 1.07935 -1.95629
16 H 1.23737 -2.21565 1.63041
17 H -2.64554 2.15325 0.13608
18 H -1.25727 1.40583 -0.96712
19 H -0.58314 1.72224 1.43503
20 H -2.10520 0.82470 1.98941
21 H -1.63206 -0.51121 -1.94193

Its multiplicity is 1. For the HOMO energy (spin up / spin down), the calculation gives -8.15 / -8.17 eV.

***

Top of the stability list: 2, leading by 0.0991 hartree.